Computed, not measured: a cluster of 2 separate species, CH5BN2O3 in total, with ωB97M-V with the def2-TZVPD basis set.

Last column: Löwdin charge in e.
CARTESIAN COORDINATES (ANGSTROEM)
N  -1.3595  0.5694  -2.0509  0.164
O  -1.6573  0.4626  0.2175  0.065
N  0.4673  0.1450  -0.5135  0.216
H  -2.3254  0.6995  -1.8565  0.085
C  -0.7851  0.2607  -0.7959  -0.592
H  -1.1708  0.7971  0.9810  0.103
O  3.0868  -1.0190  3.0265  0.142
H  0.7938  -0.5460  0.8515  0.062
B  2.0405  -0.8784  2.4815  -0.607
H  -1.1146  0.1055  -2.9231  0.105
O  0.9174  -0.8144  1.8567  0.159
H  1.1071  0.2179  -1.2748  0.098

Forces on the atoms, in the same order (eV/Å):
N 1.311 0.625 0.797
O -0.156 0.646 0.511
N 6.620 -0.434 1.785
H -0.926 0.170 -0.624
C -7.425 -1.559 -3.041
H -0.036 0.149 0.345
O 2.552 -0.158 1.537
H 0.492 0.012 1.258
B -1.287 -0.062 -1.166
H -0.075 -0.063 0.624
O -1.592 0.302 -1.365
H 0.521 0.373 -0.663

Summary:
Spin multiplicity ... 3
F_max ... 8.17 eV Å⁻¹
Total charge ... 0
Calculated total energy ... -401.09757 Eh
Molar mass ... 103.87 g/mol